90
Properties=species:S:1:pos:R:3:forces:R:3:mulliken_charge:R:1 method="wB97M-V/def2-TZVPD" e_lumo_ev=0.900 charge=0 homo_lumo_gap_ev=9.35 energy_ha=-2053.6364 smiles=CCCCCCCCCCCCCCCCCCCOCCO[C@@H](CCCCl)P(C)CC
C 11.05206 -5.37796 -0.76207 -0.095 0.017 -0.034 -1.309
C 11.62364 -4.12726 -0.10192 0.028 -0.020 0.004 -0.387
C 10.73500 -3.60740 1.03834 0.015 -0.009 0.059 -0.776
C 9.82658 -2.45643 0.60985 -0.097 0.026 0.047 -0.507
C 10.56760 -1.13103 0.45947 0.021 0.030 0.040 -0.732
C 9.71693 -0.02215 -0.16537 -0.086 -0.001 -0.044 -0.882
C 8.77753 0.68376 0.83243 -0.022 -0.045 0.025 -0.560
C 7.29354 0.43105 0.56138 -0.043 -0.075 -0.003 -0.847
C 6.76583 1.22915 -0.63460 -0.020 0.026 0.037 -0.513
C 6.44427 2.68424 -0.26808 0.034 -0.043 0.048 -0.868
C 5.03696 2.91455 0.28881 0.003 -0.073 0.099 -0.588
C 3.90297 2.39134 -0.59472 0.006 0.000 -0.040 -0.557
C 2.52323 2.99010 -0.25466 -0.021 0.018 0.025 -0.793
C 1.52314 2.01213 0.40157 0.013 -0.028 0.091 -0.743
C 0.21061 1.78490 -0.37700 0.019 0.000 -0.058 -0.924
C -1.06478 2.29825 0.31347 0.028 0.059 0.052 -0.569
C -2.00874 3.03455 -0.63610 -0.001 0.047 -0.021 -0.735
C -3.38826 3.32832 -0.02577 -0.007 0.069 0.010 -0.637
C -4.57610 2.99867 -0.92698 -0.038 -0.008 -0.046 -0.602
O -5.57556 2.36454 -0.14962 0.000 0.028 -0.008 -0.216
C -6.72606 2.04632 -0.90454 0.043 -0.038 0.025 -0.617
C -7.75899 1.41337 0.01440 -0.036 0.017 0.019 -0.440
O -7.85824 0.02565 -0.27474 -0.060 -0.009 -0.128 -0.297
C -9.12000 -0.57919 0.00667 -0.037 0.186 -0.053 0.033
C -9.11452 -1.90017 -0.75427 -0.035 -0.111 0.248 -0.718
C -9.46850 -1.72481 -2.22769 0.058 0.027 -0.093 -0.888
C -10.97495 -1.61023 -2.46584 -0.018 0.111 0.041 -0.358
Cl -11.65286 -3.03695 -3.31592 -0.002 -0.055 0.032 -0.229
P -9.38922 -0.58461 1.85925 0.119 -0.206 -0.052 -0.040
C -8.15230 -1.86108 2.35217 -0.025 0.024 0.067 -1.253
C -10.99784 -1.48130 2.09352 -0.058 0.119 -0.024 -0.540
C -11.16370 -2.97948 1.82366 0.046 -0.057 -0.036 -1.118
H 11.12812 -6.24165 -0.09918 -0.025 0.014 0.029 0.323
H 11.56975 -5.62417 -1.68967 0.030 -0.002 0.005 0.382
H 9.99363 -5.23974 -0.99949 0.027 0.002 -0.029 0.307
H 12.62906 -4.34195 0.26752 -0.007 0.002 -0.032 0.321
H 11.73576 -3.34455 -0.85812 0.039 -0.002 0.040 0.268
H 11.34805 -3.27907 1.88322 -0.015 0.024 -0.021 0.352
H 10.11919 -4.43104 1.41166 0.048 -0.014 0.022 0.408
H 9.34276 -2.71068 -0.34128 0.007 -0.013 0.015 0.335
H 9.02175 -2.32985 1.34204 -0.017 -0.012 -0.047 0.294
H 11.47804 -1.27917 -0.12876 -0.060 -0.033 -0.044 0.443
H 10.89610 -0.80799 1.45401 0.100 0.005 -0.053 0.291
H 10.36915 0.70479 -0.65283 0.012 0.021 0.055 0.356
H 9.10831 -0.46278 -0.96381 0.089 0.040 -0.053 0.390
H 9.01976 0.35493 1.84749 0.008 0.007 -0.015 0.435
H 8.96081 1.76170 0.81281 0.004 -0.013 0.052 0.332
H 7.14204 -0.63959 0.38909 0.027 0.012 0.028 0.302
H 6.70731 0.68308 1.45157 -0.024 0.011 -0.033 0.364
H 5.87768 0.74002 -1.03880 0.005 0.037 -0.036 0.406
H 7.50712 1.20867 -1.43850 0.032 -0.022 0.032 0.379
H 7.16473 3.01093 0.48877 0.027 0.097 -0.072 0.307
H 6.59567 3.34091 -1.12952 -0.076 -0.072 -0.058 0.364
H 4.89697 3.99015 0.42881 0.037 0.011 0.013 0.466
H 4.95732 2.47092 1.28830 -0.046 -0.002 -0.022 0.113
H 3.83890 1.30426 -0.50383 0.044 0.005 -0.072 0.247
H 4.15852 2.58929 -1.64117 -0.031 0.059 0.025 0.333
H 2.07549 3.39510 -1.16459 -0.013 -0.010 0.001 0.443
H 2.67047 3.84844 0.40571 0.002 0.020 -0.032 0.364
H 2.02295 1.05302 0.55543 0.007 0.008 -0.001 0.457
H 1.27365 2.37209 1.40248 0.003 -0.036 0.012 0.390
H 0.29143 2.26587 -1.35672 0.028 0.005 0.022 0.433
H 0.09337 0.71919 -0.58431 -0.034 0.012 -0.045 0.365
H -0.78641 2.96905 1.13246 -0.067 0.020 -0.008 0.280
H -1.61166 1.47087 0.77458 0.061 -0.017 0.009 0.361
H -1.52722 3.97004 -0.93524 0.003 -0.042 -0.108 0.269
H -2.12116 2.44642 -1.55266 -0.023 -0.046 0.048 0.396
H -3.52373 2.74718 0.88903 0.026 -0.068 -0.042 0.411
H -3.44246 4.37718 0.27186 -0.023 -0.034 0.074 0.385
H -4.99995 3.90291 -1.38604 0.040 -0.009 -0.024 0.262
H -4.27249 2.33540 -1.74968 0.002 -0.035 0.062 0.309
H -7.11777 2.95462 -1.38204 -0.018 -0.004 0.047 0.307
H -6.47926 1.32726 -1.69654 -0.004 0.040 -0.015 0.311
H -8.74057 1.88593 -0.10492 0.020 -0.012 -0.052 0.312
H -7.43564 1.56801 1.04721 -0.063 0.035 0.010 0.338
H -9.91202 0.07212 -0.40714 -0.022 -0.067 0.078 0.492
H -9.80735 -2.60746 -0.28881 0.110 0.045 -0.116 0.165
H -8.11286 -2.32153 -0.66028 0.001 -0.013 0.011 0.460
H -8.97655 -0.82714 -2.61040 0.047 -0.017 0.028 0.220
H -9.07506 -2.56094 -2.80510 -0.045 0.007 -0.036 0.511
H -11.24011 -0.74830 -3.07124 0.014 -0.028 -0.047 0.389
H -11.51992 -1.54336 -1.52567 -0.009 0.033 0.013 0.164
H -8.48777 -2.33527 3.27639 0.030 0.022 0.023 0.422
H -7.20117 -1.37034 2.55705 -0.002 -0.021 -0.045 0.343
H -7.99032 -2.63699 1.60396 -0.050 -0.007 0.024 0.363
H -11.74907 -0.90852 1.53979 0.009 0.020 0.026 0.393
H -11.22039 -1.27859 3.14448 -0.015 -0.024 0.004 0.455
H -11.50862 -3.18723 0.81008 0.045 0.036 0.007 0.300
H -11.90854 -3.40115 2.50007 0.003 -0.007 -0.014 0.351
H -10.23497 -3.53218 1.97537 -0.032 0.004 0.026 0.270

***

117
Properties=species:S:1:pos:R:3:forces:R:3:mulliken_charge:R:1 method="wB97M-V/def2-TZVPD" e_lumo_ev=-5.068 charge=0 homo_lumo_gap_ev=4.63 energy_ha=-5791.8360 de_lowest_kj_mol=1156.45
Zn -3.43359 -0.72183 -3.27879 0.136 0.253 1.472 1.601
N -5.54009 -2.84413 -2.99553 -2.767 0.161 -1.216 -0.152
S -5.84327 -4.01568 -2.00681 2.457 -3.865 4.736 0.946
O -6.29405 -5.26786 -2.56593 0.560 1.362 -0.014 -0.538
O -6.48266 -3.62998 -0.76379 0.850 -0.037 -1.297 -0.556
F -4.26711 -4.28771 -1.61935 -1.200 0.307 -0.237 -0.288
S -7.22565 -2.76194 -3.45005 -1.957 5.117 -4.437 1.006
O -8.08191 -1.92524 -2.61562 1.450 -2.313 -0.156 -0.533
O -7.80456 -3.73104 -4.36704 1.292 0.582 2.308 -0.524
F -6.84116 -1.59476 -4.54853 0.380 -0.310 0.139 -0.298
C -0.58601 1.28583 0.58394 -0.133 -0.336 1.014 -0.952
C -1.51228 0.62789 -0.47621 -1.987 -1.729 0.619 0.876
O -2.35492 -0.29061 -0.23076 0.575 0.316 0.918 -0.622
O -1.35895 1.04088 -1.60952 0.802 1.496 -3.183 -0.635
H 0.39603 0.82427 0.48068 0.010 0.129 -0.204 0.210
H -0.88975 1.12802 1.61880 -0.374 -0.575 -0.186 0.313
H -0.50163 2.37178 0.54277 -0.074 -0.142 -0.879 0.312
C 1.00443 -4.25625 2.70318 -1.341 1.169 1.302 -0.748
O 2.06754 -5.05672 2.93958 2.838 -2.228 -0.341 -0.296
C 3.28026 -4.40400 3.41322 -1.342 -0.843 -0.210 -0.476
C 4.46479 -5.39388 3.52333 -0.252 -0.480 -0.531 -0.460
O 4.64568 -6.18864 2.33825 -1.087 0.040 1.091 -0.251
C 5.54619 -7.27557 2.48146 0.060 1.170 -1.815 -0.690
C 6.93984 -6.74560 2.40871 2.543 0.027 0.073 -0.399
O 7.31494 -6.07045 1.19278 -0.690 -0.194 -1.077 -0.292
C 8.71830 -5.85633 0.93067 -0.683 -1.098 1.278 -0.737
H 0.64348 -3.92455 3.67672 -0.156 0.925 0.328 0.334
H 0.11760 -4.80066 2.37871 0.483 -0.334 -0.777 0.265
H 1.24435 -3.39091 2.08534 -0.175 0.102 -0.309 0.266
H 3.03093 -4.15829 4.44548 0.365 0.715 0.193 0.299
H 3.38083 -3.51348 2.79277 0.650 0.076 0.038 0.304
H 4.27447 -5.95832 4.43618 -0.506 -0.949 -0.233 0.316
H 5.42781 -4.97504 3.81531 -0.056 1.069 -0.374 0.309
H 5.47183 -7.88458 1.58053 -0.561 0.025 -0.183 0.287
H 5.36644 -7.97032 3.30189 0.029 0.432 0.516 0.406
H 7.57401 -7.62762 2.49793 0.415 -0.152 0.283 0.398
H 7.19177 -6.05301 3.21180 -0.059 -0.078 0.433 0.320
H 9.11954 -5.39610 1.83361 0.448 0.596 -0.321 0.299
H 8.91669 -5.35478 -0.01654 -0.707 0.636 0.373 0.254
H 9.28400 -6.77851 0.79771 -0.223 -0.600 0.241 0.294
C 3.48339 4.22423 6.74639 -2.157 0.512 -1.040 -0.712
O 3.00002 5.14411 5.77248 -1.012 0.755 -1.306 -0.300
C 1.64780 4.89791 5.31689 -0.402 1.288 0.107 -0.666
C 1.25171 5.79113 4.05115 1.951 -0.468 2.094 -0.480
O 1.50871 7.15101 4.43620 -0.671 0.081 -0.081 -0.239
C 0.57392 8.11855 3.93973 0.262 -0.377 -0.648 -0.426
C 1.24413 9.48604 3.90582 -0.041 0.445 -0.181 -0.502
O 0.28225 10.56168 3.78434 0.538 0.310 0.413 -0.332
C 0.60999 11.81534 4.44796 0.183 -1.357 0.647 -0.716
H 2.68291 4.13562 7.48087 0.162 -0.255 0.589 0.316
H 4.36298 4.66800 7.21278 0.178 -0.614 -0.397 0.212
H 3.48226 3.30897 6.15446 1.173 -0.674 0.825 0.284
H 0.95322 5.15996 6.11502 -0.030 0.548 0.354 0.342
H 1.35188 3.85765 5.18138 0.806 -0.513 -0.619 0.486
H 0.22717 5.58207 3.74337 -0.082 0.138 0.153 0.416
H 1.95967 5.51187 3.27084 -0.139 0.097 -0.386 0.250
H -0.34403 8.15845 4.52614 -0.091 -0.122 0.098 0.266
H 0.37231 7.83486 2.90679 -0.592 0.033 -0.091 0.313
H 1.87710 9.50625 3.01866 0.276 0.143 0.040 0.226
H 1.88994 9.52205 4.78316 -0.091 0.508 0.258 0.385
H -0.18195 12.54944 4.29953 -0.002 -0.342 -0.311 0.255
H 1.58206 12.25513 4.22492 0.067 -0.154 -0.811 0.305
H 0.69504 11.61073 5.51521 -0.286 0.016 0.291 0.316
C 4.28714 3.03220 -1.23605 -0.683 -0.672 0.265 -0.608
O 5.05667 2.50511 -0.13411 0.507 0.120 0.555 -0.331
C 4.98883 1.21405 0.31664 -0.244 0.521 -2.189 0.818
O 4.52954 0.31228 -0.33876 -0.008 -0.035 0.560 -0.579
O 5.55709 1.16762 1.50304 0.864 -0.657 0.915 -0.299
C 6.01541 -0.10042 2.09903 -1.025 -0.067 -0.053 -0.627
H 4.80698 3.29813 -2.15644 0.950 -0.414 0.371 0.254
H 3.85988 3.97154 -0.88506 -0.232 -0.262 0.175 0.240
H 3.53478 2.30402 -1.53905 -0.211 0.126 0.225 0.300
H 5.61827 -0.13840 3.11339 0.219 0.464 0.032 0.241
H 7.10185 -0.18703 2.11515 -0.125 0.489 -0.209 0.270
H 5.59573 -0.99786 1.64454 -0.044 0.362 -0.649 0.319
C 1.45400 -3.42603 -2.52002 -0.612 1.490 -0.002 -0.617
O 1.01446 -4.19354 -3.64066 2.328 -1.639 0.960 -0.292
C -0.00857 -4.00579 -4.36779 -4.514 2.791 -1.412 0.841
O -0.80691 -3.01629 -4.37071 2.574 -2.573 0.504 -0.599
O -0.28779 -5.00196 -5.22474 -0.759 0.027 0.217 -0.317
C 0.55838 -6.09428 -5.50890 2.065 0.046 -1.294 -0.701
H 2.40997 -2.95575 -2.75042 -0.038 -0.243 -0.175 0.268
H 1.55345 -4.01311 -1.60704 -0.185 -0.402 -0.435 0.271
H 0.72373 -2.63115 -2.36843 0.029 0.009 0.181 0.269
H 1.22485 -5.77230 -6.30905 0.939 0.705 0.446 0.301
H 0.18528 -6.88668 -6.15776 -1.705 -0.109 1.027 0.295
H 1.15127 -6.49324 -4.68585 -0.388 0.168 0.104 0.300
C -7.14087 1.87981 -0.24610 1.568 -1.137 -0.104 -0.495
O -7.19433 2.80943 -1.32564 0.264 0.585 -1.678 -0.315
C -6.52567 2.61093 -2.52304 -0.309 -2.656 0.542 0.688
O -5.77623 1.67605 -2.85090 -0.982 1.616 1.469 -0.591
O -6.96208 3.50216 -3.38266 -0.952 0.839 0.614 -0.325
C -6.70556 3.26441 -4.76490 0.836 -0.430 0.148 -0.537
H -6.09017 1.81082 0.03562 -0.001 -0.290 0.251 0.249
H -7.48669 0.88293 -0.51951 0.019 0.063 -0.405 0.244
H -7.70249 2.14758 0.64888 -0.206 0.905 -0.599 0.228
H -5.69831 3.65077 -4.92075 -0.058 -0.138 -0.614 0.230
H -7.44356 3.76595 -5.39094 0.042 0.167 0.471 0.246
H -6.74075 2.18806 -4.93322 0.110 0.103 -0.215 0.271
C -4.24897 -0.54890 -8.61077 0.338 -1.879 -1.890 -0.714
O -3.70793 0.73540 -8.43905 0.447 0.827 0.117 -0.318
C -3.17194 1.12267 -7.30692 -2.383 -1.324 4.141 0.750
O -3.35738 0.53518 -6.20426 1.149 0.663 -2.119 -0.604
O -2.69920 2.32923 -7.42188 2.188 2.050 0.127 -0.307
C -1.87113 2.94959 -6.35487 -0.169 -0.644 1.355 -0.641
H -5.32857 -0.69771 -8.63082 -0.092 0.906 0.840 0.305
H -3.77689 -1.38019 -8.08713 0.088 0.574 0.666 0.312
H -3.98168 -0.73313 -9.65130 -0.038 -0.220 -0.145 0.292
H -1.32805 3.87420 -6.55041 -0.524 -0.136 -1.658 0.310
H -1.09258 2.30509 -5.94672 -0.259 -0.653 -0.511 0.293
H -2.43461 3.24736 -5.47061 -0.787 -0.457 -0.251 0.234
C -5.36589 -3.49311 3.61128 0.249 -0.427 -0.210 -0.682
C -5.53610 -4.98044 3.58680 -0.135 0.765 -0.029 0.312
N -5.75533 -6.11095 3.55418 0.268 0.595 0.084 -0.369
H -5.03429 -3.11820 4.57956 -0.319 -0.318 0.161 0.292
H -6.28592 -2.99624 3.30349 -0.070 -0.206 0.180 0.241
H -4.59772 -3.14518 2.92066 0.004 -0.428 -0.230 0.214